{"formula": "C23H41IrN2OP3", "method": "ωB97M-V with the def2-TZVPD basis set", "relative_energy_kcal_mol": 50.92, "multiplicity": 6, "total_charge": 4, "e_lumo_ev": [-12.2, -16.1], "s2": 8.81, "homo_energy_ev": [-19.901, -20.908], "symbols": ["Ir", "P", "P", "P", "H", "C", "C", "H", "C", "C", "C", "C", "C", "C", "C", "C", "C", "H", "H", "H", "H", "H", "H", "H", "H", "H", "H", "H", "H", "H", "H", "H", "H", "H", "H", "H", "H", "H", "H", "H", "H", "H", "H", "H", "H", "H", "C", "C", "C", "C", "C", "C", "O", "H", "H", "H", "H", "H", "H", "N", "C", "C", "C", "C", "C", "N", "C", "H", "H", "H", "H"], "positions_angstrom": [[0.161, -0.191, -0.136], [1.237, -0.761, 1.770], [-0.995, 1.844, 0.333], [1.909, 1.004, -0.915], [-2.699, -3.907, -1.135], [-1.829, -4.362, -1.601], [-0.963, -5.061, -0.877], [-1.227, -5.246, 0.165], [0.428, -1.997, 2.832], [1.535, 0.614, 2.921], [2.856, -1.539, 1.400], [-1.962, 2.381, -1.137], [-2.175, 1.533, 1.713], [-0.227, 3.396, 0.897], [3.468, 0.263, -1.568], [2.844, 2.328, -0.021], [1.293, 1.792, -2.430], [-1.780, -4.440, -2.681], [-0.072, -5.431, -1.361], [0.301, -2.942, 2.282], [-0.551, -1.636, 3.178], [1.082, -2.152, 3.703], [0.592, 1.131, 3.130], [2.235, 1.337, 2.500], [1.942, 0.272, 3.885], [2.753, -2.205, 0.526], [3.185, -2.152, 2.257], [3.620, -0.771, 1.198], [-2.095, 3.479, -1.114], [-2.954, 1.892, -1.146], [-1.414, 2.098, -2.055], [-2.350, 2.497, 2.224], [-1.747, 0.806, 2.431], [-3.122, 1.145, 1.301], [0.287, 3.864, 0.040], [0.509, 3.151, 1.684], [-0.937, 4.129, 1.327], [4.204, 1.057, -1.812], [3.211, -0.275, -2.488], [3.928, -0.412, -0.831], [3.785, 2.526, -0.559], [3.131, 1.929, 0.958], [2.280, 3.264, 0.079], [2.057, 1.810, -3.221], [0.991, 2.821, -2.217], [0.436, 1.217, -2.796], [1.854, -3.391, -2.070], [1.235, -3.203, -3.356], [1.965, -2.739, -4.455], [3.351, -2.476, -4.329], [3.958, -2.709, -3.101], [3.263, -3.182, -1.994], [1.228, -3.724, -1.015], [0.668, -1.699, -1.078], [0.172, -3.395, -3.403], [1.438, -2.551, -5.395], [3.965, -1.998, -5.132], [4.996, -2.407, -2.992], [3.688, -3.381, -1.039], [-5.636, -0.009, -2.885], [-4.847, -0.369, -2.097], [-3.935, -0.852, -1.077], [-4.481, -1.410, 0.072], [-3.638, -1.951, 1.034], [-2.267, -1.791, 0.849], [-1.757, -1.110, -0.186], [-2.548, -0.779, -1.243], [-5.575, -1.468, 0.088], [-3.949, -2.381, 1.984], [-1.542, -2.290, 1.521], [-2.110, -0.475, -2.212]]}

=====

{"formula": "C43H60N4P3ReS3Si", "method": "ωB97M-V with the def2-TZVPD basis set", "multiplicity": 3, "total_charge": 2, "e_lumo_ev": [-5.1, -7.2], "s2": 2.03, "homo_energy_ev": [-12.596, -12.655], "symbols": ["Re", "C", "C", "C", "P", "C", "C", "C", "C", "C", "C", "C", "C", "C", "Si", "C", "C", "C", "C", "C", "C", "P", "C", "C", "C", "C", "C", "C", "C", "C", "C", "C", "C", "C", "P", "C", "C", "C", "C", "C", "C", "H", "H", "H", "H", "H", "H", "H", "H", "H", "H", "H", "H", "H", "H", "H", "H", "H", "H", "H", "H", "H", "H", "H", "H", "H", "H", "H", "H", "H", "H", "H", "H", "H", "H", "H", "H", "H", "H", "H", "H", "H", "H", "H", "H", "H", "H", "H", "H", "H", "H", "H", "H", "H", "H", "N", "C", "N", "C", "C", "S", "C", "C", "S", "C", "N", "N", "H", "H", "H", "H", "H", "H", "S", "C"], "positions_angstrom": [[0.909, -0.131, -0.998], [-1.637, -2.595, -4.308], [-2.031, -2.452, -2.837], [-3.131, -1.417, -2.674], [-0.583, -2.236, -1.649], [0.439, -3.673, -2.318], [-0.251, -5.039, -2.301], [1.872, -3.867, -1.824], [-1.575, -2.560, -0.123], [-2.234, -3.780, 0.074], [-3.185, -3.920, 1.070], [-3.517, -2.836, 1.871], [-2.856, -1.632, 1.695], [-1.876, -1.474, 0.714], [-1.078, 0.249, 0.467], [-1.209, 1.291, 2.080], [-2.327, 2.118, 2.226], [-2.519, 2.886, 3.364], [-1.565, 2.879, 4.368], [-0.430, 2.097, 4.232], [-0.254, 1.284, 3.109], [1.143, 0.126, 2.959], [0.935, -0.984, 4.467], [0.988, -0.357, 5.858], [-0.384, -1.739, 4.318], [2.768, 1.077, 3.189], [2.639, 2.588, 3.388], [3.739, 0.473, 4.205], [-2.402, 1.001, -0.718], [-3.765, 0.933, -0.426], [-4.715, 1.438, -1.302], [-4.321, 1.987, -2.514], [-2.977, 2.027, -2.846], [-2.025, 1.555, -1.943], [-0.250, 1.763, -2.212], [-0.058, 3.557, -1.709], [-0.685, 4.514, -2.728], [-0.696, 3.822, -0.344], [0.118, 1.867, -4.020], [-0.176, 0.533, -4.704], [1.582, 2.310, -4.155], [-2.533, -2.497, -4.921], [-0.935, -1.824, -4.621], [-1.205, -3.570, -4.534], [-2.441, -3.401, -2.484], [-2.824, -0.457, -3.079], [-4.017, -1.751, -3.215], [-3.413, -1.287, -1.633], [0.520, -3.329, -3.354], [-0.247, -5.461, -1.296], [-1.270, -5.026, -2.682], [0.320, -5.720, -2.935], [1.896, -4.387, -0.871], [2.399, -4.492, -2.546], [2.413, -2.931, -1.745], [-2.021, -4.633, -0.554], [-3.683, -4.870, 1.208], [-4.291, -2.928, 2.622], [-3.099, -0.791, 2.336], [-3.061, 2.176, 1.434], [-3.406, 3.499, 3.459], [-1.701, 3.484, 5.255], [0.323, 2.125, 5.005], [1.759, -1.701, 4.371], [0.204, 0.387, 5.989], [0.809, -1.145, 6.593], [1.950, 0.091, 6.087], [-1.221, -1.101, 4.607], [-0.546, -2.066, 3.298], [-0.394, -2.617, 4.966], [3.225, 0.920, 2.210], [2.471, 2.833, 4.436], [3.572, 3.072, 3.088], [1.828, 3.018, 2.800], [3.495, 0.781, 5.219], [3.764, -0.617, 4.163], [4.746, 0.839, 3.995], [-4.095, 0.459, 0.491], [-5.766, 1.384, -1.049], [-5.060, 2.376, -3.201], [-2.678, 2.400, -3.818], [1.009, 3.752, -1.664], [-1.724, 4.254, -2.927], [-0.680, 5.519, -2.303], [-0.132, 4.557, -3.665], [-1.783, 3.829, -0.436], [-0.445, 3.074, 0.412], [-0.397, 4.806, 0.023], [-0.531, 2.627, -4.456], [0.232, -0.292, -4.122], [-1.251, 0.381, -4.810], [0.273, 0.504, -5.697], [2.216, 1.786, -3.438], [1.957, 2.091, -5.154], [1.695, 3.380, -3.984], [1.083, -3.328, 1.234], [2.199, -2.669, 0.918], [2.266, -1.522, 0.273], [3.581, -1.077, 0.214], [4.501, -1.901, 0.757], [3.744, -3.304, 1.401], [3.809, 0.307, -0.152], [5.007, 0.918, -0.258], [4.820, 2.627, -0.217], [3.102, 2.413, -0.052], [2.704, 1.162, -0.113], [2.311, 3.478, 0.165], [0.190, -3.006, 0.895], [1.132, -4.203, 1.727], [5.561, -1.745, 0.859], [5.984, 0.475, -0.346], [2.755, 4.366, 0.334], [1.425, 3.326, 0.621], [3.100, -0.944, -3.611], [2.080, -0.565, -2.524]]}

=====

{"formula": "C3H4BrNO3", "method": "ωB97M-V with the def2-TZVPD basis set", "relative_energy_kcal_mol": 0.00, "multiplicity": 1, "total_charge": 0, "e_lumo_ev": 0.6, "homo_energy_ev": -10.018, "symbols": ["O", "C", "N", "C", "Br", "H", "H", "H", "H", "O", "C", "O"], "positions_angstrom": [[1.786, 0.166, 1.180], [0.565, 0.161, 0.726], [0.183, 1.035, -0.065], [-1.089, 1.183, -0.627], [-2.504, -0.047, 0.127], [2.190, 1.016, 0.876], [0.034, -0.644, 1.195], [-1.267, 1.001, -1.665], [-1.601, 2.230, -0.370], [0.210, -1.497, -1.392], [0.595, -2.040, -0.484], [0.898, -2.563, 0.499]]}

=====

| no. | electronic energy (Ha) |
| --- | --- |
| 1 | -2212.341266 |
| 2 | -4479.519099 |
| 3 | -2971.206151 |